[1]
Formula: C3H6BrNO2S2
Source: OMol25
Level of theory: the ωB97M-V functional and the def2-TZVPD basis

Output
LUMO: -0.2 eV
structure (SMILES): [O-]/[N+](O)=C(/Br)CS.C=S
Kohn-Sham gap: 0.302 hartree
highest occupied orbital energy: -8.429 eV
energy relative to the best compared isomer or geometry (same formula, charge and spin): 27.61 kcal per mole

Last column: natural (NBO) charge in e.
CARTESIAN COORDINATES (ANGSTROEM)
1 O -0.5289 2.2950 1.0975  -0.519
2 N -1.0530 1.1862 0.9967  0.343
3 O -1.7231 0.7089 2.0912  -0.548
4 C -1.1096 0.5126 -0.0673  0.028
5 Br -2.0169 -1.0841 -0.0433  0.153
6 C -0.2471 0.9058 -1.1792  -0.555
7 S 1.5614 0.8181 -0.7386  -0.025
8 H -2.0323 1.3535 2.6987  0.502
9 H -0.5220 0.2743 -2.0776  0.257
10 H -0.3428 1.8669 -1.5686  0.253
11 H 1.5166 1.6861 0.1397  0.130
12 C 1.7465 -2.5885 -0.3807  -0.447
13 S 0.5828 -3.4606 0.3106  0.060
14 H 1.4966 -1.5307 -0.6499  0.192
15 H 2.6720 -2.9436 -0.6292  0.177

Atomic forces in eV per Å
0.911 1.123 0.377
-1.192 2.154 1.954
0.127 -2.994 -0.549
-0.014 -1.379 -1.005
-0.492 -0.615 -0.431
0.690 -1.869 -1.389
-0.235 -2.612 -3.018
0.114 2.029 0.304
0.897 0.266 1.144
-0.698 1.909 -0.008
-0.296 2.645 2.549
-3.480 1.707 0.349
0.663 -0.235 -0.027
0.599 -1.141 0.251
2.404 -0.987 -0.501

---

[2]
Formula: H14O9V
Source: OMol25
Level of theory: the ωB97M-V functional and the def2-TZVPD basis

Output
LUMO (alpha / beta): -1.0 / -1.0 eV
Kohn-Sham gap (alpha / beta): 0.191 / 0.250 hartree
highest occupied orbital energy (alpha / beta): -6.219 / -7.822 eV
multiplicity: 2

Last column: Mulliken spin population.
CARTESIAN COORDINATES (ANGSTROEM)
1 O 0.1983 1.2406 -0.8489  0.095
2 V 0.1960 -0.1206 0.1153  0.955
3 O -1.3022 -0.5619 0.0648  -0.049
4 O -3.0561 -0.6420 -2.5485  0.000
5 H -2.3259 -1.2511 -2.4385  0.001
6 H -2.6736 0.1130 -2.9957  0.000
7 O 2.3356 0.4678 0.6545  0.000
8 H 2.5910 1.3525 0.3932  0.001
9 H 3.1545 0.0509 0.9227  0.001
10 O 1.1216 -1.3089 -1.6823  -0.010
11 H 1.5896 -2.1386 -1.5879  -0.002
12 H 1.2008 -1.0930 -2.6115  0.001
13 O -0.2517 0.6606 2.0924  0.002
14 H 0.2324 0.3122 2.8411  -0.004
15 H -0.5685 1.5142 2.3878  0.005
16 O -2.8471 -0.2177 3.1637  -0.001
17 H -1.9657 -0.1682 2.7937  0.001
18 H -2.8743 -1.0660 3.6063  -0.001
19 O 0.2291 3.2330 -2.9869  0.000
20 H 0.9400 3.8738 -3.0030  0.000
21 H 0.4126 2.6903 -2.2200  0.003
22 O 0.9368 -2.0872 1.1527  -0.001
23 H 1.2775 -2.1049 2.0471  0.002
24 H 1.4489 -2.7489 0.6878  0.001

Atomic forces in eV per Å
1.359 0.665 0.188
-0.354 1.457 -1.458
-1.571 -1.948 0.341
-0.422 -0.198 -0.344
0.202 -0.013 0.335
0.144 0.289 0.049
0.626 -0.300 0.537
-0.408 0.417 -0.412
0.198 -0.287 0.107
0.117 -0.323 0.348
0.049 -0.271 -0.036
-0.193 0.539 -0.273
0.372 -0.168 0.502
0.282 -0.027 0.226
-0.250 0.545 -0.353
-0.174 0.175 0.460
0.112 -0.053 -0.609
-0.149 -0.210 0.055
0.010 0.449 -0.646
0.088 0.179 -0.075
-0.232 -0.849 0.829
0.135 0.219 0.064
0.038 -0.049 0.335
0.021 -0.236 -0.169

---

[3]
Formula: C9H14
Source: OMol25
Level of theory: the ωB97M-V functional and the def2-TZVPD basis

Output
LUMO: 1.0 eV
structure (SMILES): Cc1ccccc1.CC
Kohn-Sham gap: 0.362 hartree
highest occupied orbital energy: -8.819 eV
energy relative to the best compared isomer or geometry (same formula, charge and spin): 28.24 kcal per mole

Last column: natural (NBO) charge in e.
CARTESIAN COORDINATES (ANGSTROEM)
1 C 0.7904 -2.1897 1.5016  -0.645
2 C 1.2187 -0.9838 0.6452  0.025
3 C 1.8315 0.0742 1.2891  -0.241
4 C 1.8905 1.3203 0.6628  -0.197
5 C 1.5101 1.4432 -0.6642  -0.236
6 C 0.9777 0.3510 -1.3354  -0.197
7 C 0.9811 -0.8875 -0.7322  -0.235
8 H 0.1003 -1.7917 2.2504  0.219
9 H 1.7275 -2.4262 2.0156  0.227
10 H 0.1957 -2.8928 0.9055  0.225
11 H 2.0916 -0.0289 2.3358  0.207
12 H 2.3325 2.1797 1.1497  0.212
13 H 1.5312 2.4049 -1.1542  0.213
14 H 0.4427 0.4562 -2.2851  0.210
15 H 0.8864 -1.7960 -1.3211  0.212
16 C -1.9551 1.1676 -1.1051  -0.601
17 C -2.5536 -0.0083 -0.2699  -0.607
18 H -1.1337 0.8571 -1.7212  0.203
19 H -2.7589 1.5883 -1.7335  0.195
20 H -1.8026 1.9034 -0.3165  0.210
21 H -2.7444 -0.9577 -0.7745  0.200
22 H -2.0076 -0.1537 0.6482  0.201
23 H -3.5520 0.3703 0.0090  0.199

Atomic forces in eV per Å
0.407 1.720 -0.705
0.025 -0.803 -0.098
-0.972 0.966 0.177
1.116 -0.348 -0.403
-0.874 0.222 0.103
0.412 -0.001 -0.449
-0.029 -0.484 0.622
0.071 -0.064 0.047
-0.521 -1.233 -0.029
0.881 -0.402 0.314
0.016 0.079 0.056
-0.038 -0.051 0.188
-0.023 0.143 0.030
1.178 -0.045 -0.068
-0.882 0.083 0.133
-2.028 -0.775 0.675
-1.070 0.912 -0.566
0.081 0.509 0.226
0.372 -0.236 -0.006
0.926 0.365 -0.528
0.388 0.101 -0.143
0.336 -0.280 0.184
0.228 -0.378 0.238

---

- Number 2 is which compound?
  H14O9V

---

What did the third record say?
Formula: C9H14
Source: OMol25
Level of theory: the ωB97M-V functional and the def2-TZVPD basis

Output
LUMO: 1.0 eV
structure (SMILES): Cc1ccccc1.CC
Kohn-Sham gap: 0.362 hartree
highest occupied orbital energy: -8.819 eV
energy relative to the best compared isomer or geometry (same formula, charge and spin): 28.24 kcal per mole

Last column: natural (NBO) charge in e.
CARTESIAN COORDINATES (ANGSTROEM)
1 C 0.7904 -2.1897 1.5016  -0.645
2 C 1.2187 -0.9838 0.6452  0.025
3 C 1.8315 0.0742 1.2891  -0.241
4 C 1.8905 1.3203 0.6628  -0.197
5 C 1.5101 1.4432 -0.6642  -0.236
6 C 0.9777 0.3510 -1.3354  -0.197
7 C 0.9811 -0.8875 -0.7322  -0.235
8 H 0.1003 -1.7917 2.2504  0.219
9 H 1.7275 -2.4262 2.0156  0.227
10 H 0.1957 -2.8928 0.9055  0.225
11 H 2.0916 -0.0289 2.3358  0.207
12 H 2.3325 2.1797 1.1497  0.212
13 H 1.5312 2.4049 -1.1542  0.213
14 H 0.4427 0.4562 -2.2851  0.210
15 H 0.8864 -1.7960 -1.3211  0.212
16 C -1.9551 1.1676 -1.1051  -0.601
17 C -2.5536 -0.0083 -0.2699  -0.607
18 H -1.1337 0.8571 -1.7212  0.203
19 H -2.7589 1.5883 -1.7335  0.195
20 H -1.8026 1.9034 -0.3165  0.210
21 H -2.7444 -0.9577 -0.7745  0.200
22 H -2.0076 -0.1537 0.6482  0.201
23 H -3.5520 0.3703 0.0090  0.199

Atomic forces in eV per Å
0.407 1.720 -0.705
0.025 -0.803 -0.098
-0.972 0.966 0.177
1.116 -0.348 -0.403
-0.874 0.222 0.103
0.412 -0.001 -0.449
-0.029 -0.484 0.622
0.071 -0.064 0.047
-0.521 -1.233 -0.029
0.881 -0.402 0.314
0.016 0.079 0.056
-0.038 -0.051 0.188
-0.023 0.143 0.030
1.178 -0.045 -0.068
-0.882 0.083 0.133
-2.028 -0.775 0.675
-1.070 0.912 -0.566
0.081 0.509 0.226
0.372 -0.236 -0.006
0.926 0.365 -0.528
0.388 0.101 -0.143
0.336 -0.280 0.184
0.228 -0.378 0.238